No. 1
43
Properties=species:S:1:pos:R:3:forces:R:3:mulliken_spin:R:1 method="wB97M-V/def2-TZVPD" lumo_energy_ev="-0.052 / -0.117" orbital_gap_ha="0.27317 / 0.27340" mol_weight_g_mol=509.8 multiplicity=5
Cr 0.5020 -0.9846 -0.7553 0.496 0.330 0.713 3.894
S 2.9762 -2.2777 -0.7038 -0.176 -0.637 0.145 0.063
C 3.1387 -0.6371 -0.9388 0.119 0.093 0.045 0.041
N 2.0903 0.1572 -1.1431 0.567 0.088 -0.302 -0.003
C 2.4522 1.4580 -1.3349 0.414 0.888 -0.111 -0.024
C 1.6007 2.5149 -1.6508 0.143 -0.262 0.039 0.017
C 2.1281 3.7855 -1.7665 -0.033 0.090 -0.018 0.002
C 3.4890 4.0204 -1.5950 0.039 0.092 -0.029 0.002
C 4.3582 2.9774 -1.3299 -0.061 -0.015 -0.018 -0.001
C 3.8345 1.7040 -1.2101 -0.164 -0.138 0.013 0.006
S 4.6788 0.2081 -0.9146 -0.480 0.023 -0.028 0.002
H 0.5566 2.3102 -1.8344 -0.114 0.047 -0.016 0.025
H 1.4763 4.6118 -2.0049 -0.077 0.091 -0.054 0.000
H 3.8732 5.0228 -1.6954 0.047 0.125 -0.003 0.000
H 5.4195 3.1430 -1.2225 0.081 0.066 -0.004 0.000
Cl -3.4562 -4.2121 2.4566 -0.023 -0.064 0.085 0.000
C -2.8431 -3.6044 0.9555 0.291 0.156 -0.181 -0.001
C -3.7152 -3.3860 -0.1046 0.142 0.024 0.031 -0.001
C -3.2298 -2.8580 -1.2886 0.134 0.092 0.074 0.004
C -1.8856 -2.5206 -1.4115 0.312 -0.060 -0.116 -0.003
C -1.0119 -2.7786 -0.3490 -0.448 -0.305 -0.374 0.020
C -1.4874 -3.3334 0.8330 0.018 -0.030 0.104 0.005
C -1.3458 -1.8722 -2.6892 -0.834 -0.274 -0.318 0.005
O -1.9685 -1.9711 -3.7300 0.010 -0.085 0.318 0.014
O -0.2560 -1.2213 -2.5180 0.593 0.363 -0.111 -0.034
H -4.7587 -3.6373 0.0021 -0.103 -0.020 0.021 0.000
H -3.8819 -2.7095 -2.1364 -0.009 0.085 -0.080 0.000
H 0.0856 -2.7497 -0.5245 -0.447 -0.785 0.302 -0.006
H -0.8096 -3.5625 1.6426 0.025 0.003 0.064 -0.002
C -2.2988 -0.1244 1.6235 0.334 0.036 -0.020 0.044
As -0.4558 0.5004 1.8064 -1.022 1.284 1.459 -0.035
C -0.1282 0.7653 3.7124 0.021 -0.171 -0.354 0.002
C -0.4344 2.2768 0.9978 0.037 -0.371 0.080 0.038
O 0.7155 -0.5361 1.3021 0.222 -0.765 -1.202 -0.050
H -2.9605 0.6461 2.0204 0.060 0.048 -0.029 0.002
H -2.4463 -1.0470 2.1870 0.126 0.088 -0.060 0.001
H -2.5331 -0.3015 0.5703 0.063 0.008 0.108 -0.013
H -0.8188 1.4871 4.1428 -0.051 0.004 -0.037 0.000
H 0.9006 1.1158 3.8371 -0.171 -0.054 -0.109 -0.001
H -0.2326 -0.2005 4.2152 -0.009 0.148 -0.117 0.000
H -1.0588 2.9340 1.6054 -0.010 -0.085 -0.012 0.001
H -0.8418 2.2153 -0.0117 0.025 0.013 0.083 -0.013
H 0.5826 2.6715 0.9533 -0.086 -0.166 0.019 0.000

***

No. 2
59
Properties=species:S:1:pos:R:3:forces:R:3:lowdin_charge:R:1 method="wB97M-V/def2-TZVPD" lumo_energy_ev=2.161 orbital_gap_ha=0.27874 total_charge=-1 mol_weight_g_mol=359.3
O 1.8359 -1.9490 0.3231 0.729 -0.449 -0.353 -0.064
H 0.4386 -1.5960 -3.7440 1.283 1.268 0.170 0.037
O -0.2790 0.1999 4.1337 -0.926 0.220 0.119 -0.090
H -0.6671 -0.6881 4.0517 0.452 0.594 -0.029 -0.002
H -0.9773 0.7681 3.7308 0.715 -0.456 0.040 0.013
O 0.6401 0.4437 -0.3642 -0.650 0.698 0.374 -0.053
H 1.5001 0.3103 -0.7290 1.138 0.319 -0.188 0.018
H 0.2540 -0.3898 -0.6188 -0.714 -0.631 -0.075 -0.003
O -3.5812 1.9291 0.2290 -0.315 -1.013 -2.548 -0.104
H -4.0813 2.3186 -0.5355 0.803 -0.611 0.896 0.095
H -1.2351 -1.0852 1.8638 -1.405 1.362 0.211 0.000
O -0.4918 -1.6292 1.9956 1.234 -0.502 0.881 -0.023
H 1.9833 -2.4591 1.1432 0.182 0.251 -0.926 0.050
H -0.6581 -2.3040 1.3687 -0.064 -1.206 -1.317 0.049
O -2.1484 1.1858 2.2617 2.702 -3.054 0.346 -0.064
H 2.4512 -2.2949 -0.3728 -1.005 0.028 1.558 0.019
H -3.1354 1.1119 -0.1799 -1.201 1.075 0.486 0.067
O -0.7581 -0.5575 -4.8563 -3.236 -2.479 -0.046 -0.162
H -1.3724 -0.5683 -4.0023 2.078 1.385 -1.181 0.040
H -0.2333 0.2084 -4.9015 0.533 1.445 0.626 -0.036
O -2.6178 3.6321 1.8558 0.875 0.644 0.573 -0.069
H -1.8568 1.0895 1.3295 -0.983 1.336 1.407 0.045
H -1.3730 3.1724 -4.2794 -2.065 -1.081 -0.265 0.032
O 4.1731 -3.3834 -0.9353 -1.828 1.342 -2.020 -0.083
H 4.5786 -2.5347 -0.7689 0.885 0.275 0.614 0.048
H 3.4884 -3.0282 -1.6079 1.381 -1.412 0.942 0.089
O -0.3440 4.2542 -0.3031 -0.394 -0.582 -0.042 -0.057
H -0.4616 3.7332 0.5091 0.260 0.472 -0.339 0.028
H 0.1674 5.0259 -0.0739 0.195 0.177 0.310 0.024
O 3.6275 -0.4888 3.8885 0.524 1.661 0.380 -0.023
H 0.6558 -2.3258 3.1910 0.106 0.119 1.563 0.013
H 2.8340 -0.0024 4.1203 -0.282 0.435 0.251 0.052
O 1.3928 -1.5287 -4.0504 -1.005 -1.450 0.603 -0.125
H 2.3731 1.2061 -4.1727 -0.166 -0.644 0.062 0.019
H -2.7993 1.7831 2.5790 -0.757 1.081 -1.143 0.015
O 0.8899 -2.4838 4.1534 -0.814 -0.284 -0.915 -0.105
H -0.0014 -2.5507 4.5598 0.987 -0.033 -0.290 0.044
H -3.4626 3.9063 1.5477 -1.167 0.759 -0.151 0.025
O -1.3615 -0.1008 -2.4455 -1.839 -1.753 0.172 -0.363
H -2.4049 3.0376 1.1264 0.061 -0.028 0.031 -0.008
H -0.9439 0.5735 -1.9601 1.112 1.487 0.451 -0.105
O -4.8647 0.1117 3.1320 -0.066 -1.782 -0.150 -0.029
H -5.4124 0.0208 2.3484 0.110 0.107 -0.117 0.041
H -4.8978 1.0087 3.3805 -0.158 1.633 0.339 0.000
O -2.4248 -0.8984 -0.2089 -0.033 0.922 1.296 -0.125
H -2.1139 -0.6365 -1.1468 0.676 0.122 -0.703 -0.019
H -1.9523 -0.2835 0.4025 -0.403 -1.101 -1.139 -0.024
O 2.0527 2.0546 -4.4617 0.758 0.985 0.295 -0.043
H 3.2528 -1.3234 3.7319 -0.573 -2.120 -0.369 0.002
H 1.2830 1.9168 -4.9952 -0.700 -0.370 -0.382 -0.008
O -0.8226 3.1200 -5.0652 1.213 1.276 2.104 -0.073
H -0.1735 3.5438 -4.4400 1.002 -0.290 -1.799 0.059
H 1.2070 -2.1538 -4.7660 0.846 0.221 -0.399 0.025
O 1.9187 -4.7860 -1.2838 -2.981 -1.600 0.751 -0.077
H 2.8254 -4.7949 -1.0482 1.290 -0.360 0.754 -0.033
H 1.4119 -5.4265 -0.6730 1.524 1.645 -1.472 0.092
O 4.4945 1.0378 1.6633 -2.219 -0.580 -0.050 -0.093
H 4.6097 0.8663 2.5869 1.496 -0.001 1.305 -0.024
H 3.5682 0.6815 1.7831 0.799 0.527 -1.501 0.047

***

No. 3
13
Properties=species:S:1:pos:R:3:forces:R:3:lowdin_charge:R:1 method="wB97M-V/def2-TZVPD" lumo_energy_ev=-5.181 orbital_gap_ha=0.33660 total_charge=+1 mol_weight_g_mol=87.1
C 0.4624 0.9704 -0.2760 -2.307 3.433 2.411 -0.131
C -1.0779 0.8447 0.1141 0.996 0.074 1.948 -0.096
C -0.8595 -1.3328 0.1015 1.102 4.858 2.972 0.162
N 2.2591 -0.4189 -0.1284 1.807 -0.640 0.060 0.194
N 1.0697 -0.2021 -0.1021 0.623 -6.052 0.700 -0.102
O -1.4768 -0.3462 -0.4531 -0.305 -2.689 -2.044 -0.010
H 0.5618 1.1884 -1.2752 -0.289 0.851 -2.617 0.130
H 0.9248 1.7912 0.2659 0.090 0.113 0.214 0.161
H -1.4423 0.6401 1.1473 1.483 1.138 0.165 0.155
H -1.6500 1.6616 -0.1975 -0.755 1.067 -1.098 0.126
H -0.8452 -2.2452 -0.3233 -0.074 -2.972 -1.564 0.101
H -0.5511 -1.0899 1.1626 -0.626 -1.273 -1.049 0.148
H 2.6250 -1.4613 -0.0357 -1.746 2.092 -0.099 0.162

***

No. 4
15
Properties=species:S:1:pos:R:3:forces:R:3:lowdin_charge:R:1 method="wB97M-V/def2-TZVPD" lumo_energy_ev=6.465 orbital_gap_ha=0.26658 total_charge=-2 mol_weight_g_mol=172.5
C 1.5628 0.6525 -0.2943 -0.253 -1.364 2.293 -0.084
C -0.8625 0.8370 -0.5614 -3.848 1.785 0.625 -0.121
N 0.1890 0.2435 0.1890 0.402 0.242 -0.773 -0.373
N 0.0145 -0.5895 1.0615 2.296 0.662 -0.451 0.076
O 0.3314 -2.2511 -0.6377 1.061 0.261 -1.040 -0.394
O -2.0652 -1.5891 -0.1822 -0.805 -0.459 0.178 -0.443
O -0.7072 -3.1072 1.4268 -0.570 -0.580 1.600 -0.419
P -0.7553 -2.0777 0.3740 -1.762 -1.612 -0.972 -0.021
Cl 0.6221 2.6005 1.8718 -0.064 1.014 0.695 -0.493
H 1.4662 1.0223 -1.3168 0.119 -0.164 0.249 0.061
H 1.7208 1.4586 0.4780 0.959 -0.577 -0.942 -0.080
H 2.1202 -0.3577 -0.1886 -0.565 1.980 -0.318 0.104
H -1.7745 0.2103 -0.6905 1.001 -0.168 0.635 0.065
H -1.2232 1.7768 0.0015 0.896 -1.333 -0.529 0.074
H -0.6389 1.1709 -1.5312 1.135 0.314 -1.251 0.047

***

No. 5
22
Properties=species:S:1:pos:R:3:forces:R:3:lowdin_charge:R:1 method="wB97M-V/def2-TZVPD" lumo_energy_ev=0.708 smiles=Cn1ccnc1-c1ccccc1 orbital_gap_ha=0.31953 mol_weight_g_mol=158.2
C 1.6724 1.7579 0.4781 -0.896 6.552 0.391 -0.126
N 1.8637 0.5017 0.0919 -2.079 -9.809 -2.126 -0.104
C 3.0844 -0.1539 -0.0830 -9.292 -8.402 -0.080 -0.026
C 2.8032 -1.5463 -0.3166 1.934 -0.064 0.075 -0.116
N 1.4174 -1.8272 -0.3198 2.115 3.775 0.504 0.086
C 0.8902 -0.6074 -0.1043 1.471 1.176 0.031 -0.213
C -0.5464 -0.3862 -0.0920 -0.248 2.377 -0.775 -0.198
C -1.2151 0.8112 -0.5128 2.271 -0.482 -0.186 -0.053
C -2.5609 0.9019 -0.5094 -1.401 -1.541 1.191 -0.121
C -3.3446 -0.1916 -0.0491 -2.352 0.069 1.001 -0.073
C -2.7188 -1.4050 0.3894 1.287 5.023 -2.209 -0.064
C -1.3128 -1.4144 0.3006 0.144 -5.987 0.976 -0.066
H 1.4884 2.4754 -0.3909 0.524 -0.746 0.567 0.108
H 2.6134 2.1013 0.9518 -0.704 0.162 0.090 0.106
H 0.7716 2.0663 1.0939 1.088 -1.291 -0.104 0.120
H 3.7174 0.4944 -0.0967 8.746 6.177 -0.112 0.005
H 3.6073 -2.4473 -0.4593 -2.230 2.675 0.316 0.137
H -0.6687 1.6611 -0.9335 0.095 -0.344 0.364 0.106
H -2.9881 1.8515 -0.6978 -0.665 0.593 -0.533 0.088
H -4.5913 -0.0027 0.0769 3.816 -0.800 -0.459 0.162
H -3.3298 -2.1226 0.7529 -1.348 -2.564 1.022 0.054
H -0.6529 -2.5181 0.4297 -2.275 3.452 0.054 0.187

***

No. 6
11
Properties=species:S:1:pos:R:3:forces:R:3:lowdin_charge:R:1 method="wB97M-V/def2-TZVPD" lumo_energy_ev=-0.100 orbital_gap_ha=0.33558 mol_weight_g_mol=92.1
C -1.9165 -0.1419 -0.5870 -0.901 -0.071 -0.182 -0.201
C 1.5349 0.7964 0.1403 0.008 -0.344 0.047 -0.233
C 0.2420 0.9789 -0.4278 -0.780 -0.841 -0.003 -0.035
C 1.7874 -0.3491 0.7850 0.558 -0.849 -0.022 0.099
C -0.5622 -0.0975 -0.2416 0.896 0.696 -0.091 -0.333
N -3.0431 -0.1515 -0.8198 -0.102 -0.098 -0.099 0.155
N 0.0846 -1.1877 0.4418 -0.642 -0.027 -0.224 0.046
H 2.2972 1.5570 0.0841 0.162 0.033 0.189 0.088
H -0.0710 1.8868 -0.9141 -0.202 0.076 -0.034 0.120
H -0.2568 -2.1319 0.0906 1.111 1.446 0.497 0.173
H -0.0966 -1.1596 1.4485 -0.107 -0.023 -0.078 0.122

***

No. 7
16
Properties=species:S:1:pos:R:3:forces:R:3:lowdin_charge:R:1 method="wB97M-V/def2-TZVPD" lumo_energy_ev=-4.072 orbital_gap_ha=0.35433 total_charge=+1 mol_weight_g_mol=117.2
C -2.3352 -0.1070 -1.0457 0.203 0.644 0.437 0.072
C -1.9337 0.7249 -0.2764 -1.215 -0.409 -0.816 0.026
C 0.0993 -0.7170 -0.2791 0.486 -0.288 0.282 -0.269
C 0.7855 0.5819 -0.0699 1.086 -0.689 -0.773 -0.634
N -0.1589 -1.5537 0.6879 0.109 0.232 -0.019 0.190
N 0.6106 1.2339 1.1407 -0.218 0.133 0.684 0.042
S 2.5224 -0.2773 -0.3466 -0.317 0.305 0.332 0.819
H -2.6692 -0.8459 -1.7205 -0.198 -0.303 -0.309 0.055
H 0.0528 -1.0786 -1.2966 -0.094 0.023 0.079 0.136
H 0.6614 1.2556 -0.9148 -0.093 -0.197 0.055 0.129
H 0.8711 0.7167 1.9698 0.130 0.129 -0.011 0.099
H -0.1227 -1.2618 1.6557 -0.085 -0.090 -0.080 0.141
H -1.7123 1.5002 0.3979 0.216 0.372 0.409 0.050
H 0.9986 2.1673 1.1718 0.056 -0.114 -0.005 0.117
H -0.4162 -2.5133 0.5043 -0.045 0.108 -0.002 0.154
H 2.7465 0.1741 -1.5785 -0.021 0.145 -0.263 -0.126

***

E_tot values (in hartree) by entry order: -5475.36513 -1528.11538 -302.84044 -1216.59809 -496.43484 -302.28173 -665.15592.